{
  "formula": "C90H190N10O10",
  "method": "the ωB97M-V functional and the def2-TZVPD basis",
  "elements": ["O", "O", "O", "O", "O", "O", "O", "O", "O", "O", "N", "N", "N", "N", "N", "N", "N", "N", "N", "N", "C", "C", "C", "C", "C", "C", "C", "C", "C", "C", "C", "C", "C", "C", "C", "C", "C", "C", "C", "C", "C", "C", "C", "C", "C", "C", "C", "C", "C", "C", "C", "C", "C", "C", "C", "C", "C", "C", "C", "C", "C", "C", "C", "C", "C", "C", "C", "C", "C", "C", "C", "C", "C", "C", "C", "C", "C", "C", "C", "C", "C", "C", "C", "C", "C", "C", "C", "C", "C", "C", "C", "C", "C", "C", "C", "C", "C", "C", "C", "C", "C", "C", "C", "C", "C", "C", "C", "C", "C", "C", "H", "H", "H", "H", "H", "H", "H", "H", "H", "H", "H", "H", "H", "H", "H", "H", "H", "H", "H", "H", "H", "H", "H", "H", "H", "H", "H", "H", "H", "H", "H", "H", "H", "H", "H", "H", "H", "H", "H", "H", "H", "H", "H", "H", "H", "H", "H", "H", "H", "H", "H", "H", "H", "H", "H", "H", "H", "H", "H", "H", "H", "H", "H", "H", "H", "H", "H", "H", "H", "H", "H", "H", "H", "H", "H", "H", "H", "H", "H", "H", "H", "H", "H", "H", "H", "H", "H", "H", "H", "H", "H", "H", "H", "H", "H", "H", "H", "H", "H", "H", "H", "H", "H", "H", "H", "H", "H", "H", "H", "H", "H", "H", "H", "H", "H", "H", "H", "H", "H", "H", "H", "H", "H", "H", "H", "H", "H", "H", "H", "H", "H", "H", "H", "H", "H", "H", "H", "H", "H", "H", "H", "H", "H", "H", "H", "H", "H", "H", "H", "H", "H", "H", "H", "H", "H", "H", "H", "H", "H", "H", "H", "H", "H", "H", "H", "H", "H", "H", "H", "H", "H", "H", "H", "H", "H", "H", "H", "H", "H", "H", "H", "H", "H", "H", "H", "H", "H", "H", "H", "H"],
  "coordinates": [[-18.40366, 19.87783, -34.28038], [-9.73696, 12.25253, -22.26942], [-22.44381, 23.68996, -25.17588], [-19.27628, 13.49646, -21.02773], [-21.65886, 18.32705, -21.38977], [-16.44434, 11.97999, -25.29648], [-13.71604, 19.26768, -25.68995], [-9.32935, 23.13946, -32.02996], [-14.05797, 13.63594, -30.92023], [-14.52436, 20.34411, -22.51560], [-13.76598, 14.78404, -31.57475], [-10.22405, 13.15589, -21.33291], [-18.02527, 21.02464, -33.64731], [-22.25371, 17.24783, -22.07672], [-10.00040, 22.32256, -31.20297], [-17.11136, 11.43365, -26.37034], [-22.21023, 22.47961, -25.77578], [-14.78597, 18.67722, -26.33941], [-13.53243, 20.89563, -21.76314], [-18.05702, 13.11280, -20.53819], [-15.70094, 13.36145, -20.53471], [-12.43626, 13.27281, -22.62617], [-16.70140, 11.19464, -19.67747], [-10.64318, 15.08807, -22.90702], [-19.34526, 11.42360, -25.29979], [-15.43233, 17.39617, -24.32109], [-18.53167, 21.11757, -32.28715], [-21.37321, 16.62798, -23.11921], [-24.18877, 18.58196, -23.04442], [-17.82225, 9.34303, -25.22848], [-12.84695, 22.03964, -22.44102], [-20.97652, 22.44070, -26.61779], [-11.99586, 14.81685, -20.69354], [-18.06983, 9.51974, -28.34766], [-24.31343, 17.75144, -20.77520], [-15.34487, 20.57195, -27.76772], [-15.59421, 11.89201, -20.57335], [-13.75127, 17.21292, -31.80053], [-10.38355, 19.92057, -30.56430], [-23.73312, 17.42797, -22.15618], [-16.22897, 16.64723, -26.58861], [-11.66360, 20.28231, -29.82476], [-13.12869, 15.86529, -33.75375], [-10.73492, 20.62280, -32.91104], [-11.76584, 22.66014, -21.54553], [-11.71317, 20.65925, -20.08717], [-18.27669, 10.57149, -26.00056], [-15.67964, 12.47890, -28.02531], [-21.97372, 20.18465, -27.46312], [-19.68856, 22.84678, -25.83809], [-11.27475, 14.07464, -21.88996], [-24.23885, 22.36208, -27.41169], [-15.09092, 17.35056, -25.81867], [-18.13938, 22.42972, -31.61924], [-24.46679, 21.81883, -25.03182], [-13.89397, 17.08199, -33.31916], [-17.03106, 15.37861, -20.50593], [-24.27072, 16.05773, -22.66360], [-15.92220, 19.64052, -26.62470], [-15.43504, 20.38703, -33.66558], [-13.77612, 19.27178, -19.97363], [-23.47963, 21.74799, -26.18945], [-18.07151, 11.64111, -20.24766], [-13.54268, 14.56777, -33.10310], [-12.08164, 21.53209, -23.73524], [-9.50286, 13.42096, -20.10328], [-17.44554, 17.55430, -26.67869], [-17.01693, 13.99684, -21.00046], [-12.73923, 19.90754, -20.94604], [-20.70531, 20.93950, -27.07491], [-15.10331, 10.25395, -27.10154], [-11.07785, 15.48968, -19.70346], [-16.65012, 22.82842, -31.76186], [-14.85969, 13.97051, -33.78270], [-20.06261, 21.12090, -32.41392], [-12.08190, 18.84042, -21.79376], [-17.10458, 18.92355, -27.35257], [-11.24738, 22.83661, -30.69355], [-19.05022, 11.48870, -19.06628], [-10.87201, 21.70079, -20.86390], [-18.40233, 10.79443, -21.48998], [-22.01371, 15.31405, -23.64551], [-10.22589, 14.37977, -19.10538], [-13.77954, 16.54271, -26.02127], [-11.59047, 21.82649, -29.52967], [-21.11519, 23.40602, -27.89868], [-21.23261, 17.60052, -24.33049], [-19.03954, 10.21759, -27.31645], [-16.49334, 20.38833, -25.45324], [-9.91855, 20.90470, -31.64591], [-18.17091, 19.91233, -31.35290], [-15.87760, 16.03552, -31.17263], [-16.57481, 21.40816, -33.94762], [-16.33538, 22.82981, -33.28393], [-8.08296, 13.94227, -20.43957], [-16.96340, 13.92472, -22.55540], [-13.86330, 23.21057, -22.72319], [-9.38622, 12.03984, -19.42504], [-19.94345, 16.36920, -22.68108], [-11.05327, 24.26355, -29.93995], [-14.34042, 15.98682, -31.02646], [-16.98063, 10.54775, -28.73418], [-23.51849, 15.46126, -23.88806], [-12.49783, 22.90401, -31.63213], [-12.23931, 13.66938, -33.21528], [-8.49316, 20.49017, -31.86291], [-13.74929, 16.12269, -29.57888], [-16.42065, 21.68616, -35.49676], [-16.23761, 11.11932, -27.51614], [-23.06909, 20.31480, -26.43938], [-16.62587, 15.77344, -26.07182], [-18.52373, 22.35734, -30.60182], [-15.46170, 20.09152, -32.61674], [-21.92556, 14.52787, -22.89568], [-13.37542, 24.06160, -23.19840], [-15.75794, 11.58707, -21.60694], [-16.42137, 17.78833, -24.08422], [-20.30386, 20.18294, -32.91405], [-19.55056, 11.09905, -27.70374], [-20.55048, 21.10079, -31.43940], [-18.62862, 9.83332, -21.02829], [-20.40132, 22.03709, -32.89761], [-12.60364, 20.16613, -30.36414], [-17.07202, 22.33548, -36.08173], [-19.88817, 9.57635, -27.07824], [-9.05931, 12.04357, -18.38522], [-23.90318, 19.61691, -26.51249], [-15.28887, 23.02434, -33.51862], [-25.17520, 18.94400, -22.75464], [-17.58095, 8.69431, -27.83021], [-11.01178, 18.95413, -21.96695], [-19.53527, 12.33960, -25.85920], [-16.45026, 23.78694, -31.28290], [-18.52024, 18.98813, -31.81325], [-21.72365, 19.13396, -27.61016], [-13.26723, 15.78152, -34.83166], [-22.19432, 17.71598, -24.83037], [-11.63174, 20.01459, -32.79326], [-19.69499, 23.90580, -25.58015], [-13.24961, 16.67605, -26.96440], [-19.31193, 15.72620, -23.29414], [-17.04434, 21.25607, -25.81593], [-17.85719, 14.35846, -23.00384], [-17.28451, 8.51381, -25.68819], [-12.20518, 17.87302, -21.30688], [-11.34734, 15.88420, -23.14878], [-24.28206, 15.30941, -21.87114], [-10.16924, 24.24190, -29.30268], [-12.54908, 22.10730, -29.09341], [-18.90127, 22.75746, -26.58662], [-10.42840, 16.25332, -20.13144], [-10.39088, 21.04480, -21.58935], [-20.19731, 20.44877, -26.24472], [-15.53575, 22.28825, -35.70300], [-20.29384, 10.90412, -25.16394], [-21.60337, 14.93691, -24.58225], [-19.71267, 13.72340, -20.20331], [-14.18591, 18.14328, -31.43498], [-11.82708, 24.51872, -29.21594], [-24.20937, 23.44832, -27.32621], [-11.09860, 23.18071, -22.23249], [-12.53349, 18.70107, -22.77597], [-17.14515, 19.75760, -24.84874], [-19.55369, 17.33109, -22.34798], [-13.26935, 18.79418, -19.13507], [-13.28049, 23.52589, -31.19761], [-10.36612, 11.56891, -19.34689], [-21.53868, 24.38167, -27.66021], [-10.96802, 25.08705, -30.64896], [-24.53710, 22.81353, -24.59167], [-18.75361, 8.94538, -24.82531], [-17.60304, 10.66046, -22.21887], [-11.03980, 21.56197, -33.37267], [-12.43365, 12.66261, -32.84547], [-8.74797, 11.39669, -20.03093], [-14.73821, 12.71881, -27.53110], [-14.21128, 15.32744, -28.99387], [-18.15745, 16.89925, -27.18088], [-19.00580, 11.80854, -24.33819], [-14.60600, 17.80155, -23.73718], [-16.55468, 11.49314, -18.63946], [-19.99841, 15.80230, -21.75173], [-14.42248, 18.52233, -20.43040], [-14.68377, 22.93199, -23.38449], [-9.43839, 14.90904, -18.56891], [-14.65225, 13.57144, -34.77557], [-14.59191, 11.54868, -20.31720], [-18.00579, 19.51923, -27.20735], [-18.52233, 9.14102, -29.26413], [-13.41673, 17.96877, -33.73625], [-14.76689, 20.01193, -28.50286], [-11.53151, 16.06470, -18.89622], [-12.90270, 12.51194, -22.00037], [-13.20534, 13.52329, -30.49368], [-12.07983, 16.10856, -33.58404], [-8.00272, 14.91787, -20.91900], [-7.62976, 13.19757, -21.09389], [-13.21397, 13.93911, -22.99941], [-23.82005, 22.09654, -28.38236], [-22.05532, 23.58897, -24.30383], [-15.52076, 16.37837, -23.94113], [-16.04726, 21.14479, -28.37319], [-20.14416, 23.61859, -28.34590], [-12.67569, 15.57801, -21.07639], [-10.19512, 22.19139, -20.16443], [-12.82623, 21.03546, -24.35738], [-14.30281, 10.22514, -27.84077], [-12.12823, 21.00050, -19.13881], [-15.41810, 13.61958, -19.51419], [-12.04753, 12.68697, -23.45910], [-12.92641, 21.91459, -31.79173], [-18.74626, 23.21523, -32.06954], [-14.01790, 19.39452, -24.78752], [-22.44794, 20.34235, -28.43181], [-17.80114, 16.09501, -20.79203], [-23.62275, 19.51181, -22.98879], [-22.56875, 19.87613, -25.57605], [-15.81804, 16.36619, -27.55827], [-15.42911, 12.45926, -29.08595], [-15.69779, 19.55818, -34.32290], [-16.11167, 14.48898, -22.93523], [-12.66499, 16.16758, -29.68071], [-7.46009, 13.94066, -19.54507], [-24.21604, 21.22186, -24.15498], [-13.95259, 15.46713, -25.98532], [-16.56976, 10.11282, -19.65654], [-20.05374, 11.23529, -19.40808], [-11.76443, 19.72290, -28.89471], [-19.24605, 12.31887, -18.38762], [-10.31054, 14.45268, -23.72783], [-23.94259, 14.53194, -24.26834], [-16.34746, 15.13812, -30.77012], [-11.86800, 13.56241, -34.23448], [-19.19875, 20.18152, -34.72446], [-25.26261, 16.08166, -23.11490], [-16.26850, 9.93877, -29.29104], [-16.09358, 15.86656, -20.77265], [-14.41099, 19.96236, -19.41852], [-18.64592, 19.95227, -30.37266], [-19.11919, 11.23375, -22.18367], [-23.74553, 16.02629, -24.79211], [-8.56989, 23.30876, -31.46767], [-14.59123, 21.13522, -27.21741], [-12.95022, 16.69817, -25.33122], [-10.61398, 13.85281, -18.23372], [-18.85173, 10.62420, -18.43276], [-10.31644, 20.06101, -33.74613], [-16.02974, 22.02202, -31.37078], [-16.37825, 20.73266, -36.02320], [-17.24316, 9.61373, -24.34561], [-10.96151, 19.94940, -19.74189], [-24.21091, 18.20295, -24.06617], [-19.51408, 22.21884, -24.96439], [-23.85713, 18.65177, -20.36375], [-16.83701, 12.87231, -22.80950], [-14.07809, 17.05008, -29.10991], [-15.37167, 9.21722, -26.89836], [-25.40016, 17.83540, -20.78282], [-25.46944, 21.58680, -25.39092], [-14.89066, 13.75359, -21.14934], [-24.11123, 16.90141, -20.12353], [-14.89490, 17.00647, -33.74406], [-21.49435, 17.90305, -20.54434], [-14.60719, 10.60176, -26.19545], [-16.93713, 23.56757, -33.81468], [-16.69668, 12.90268, -25.37759], [-12.12362, 23.46516, -20.90363], [-10.50508, 19.00547, -31.14388], [-12.69056, 17.32770, -31.57736], [-20.83300, 18.49609, -23.85470], [-15.76648, 20.84857, -24.78395], [-17.22272, 15.31598, -19.43474], [-8.01332, 20.92924, -32.73759], [-16.92101, 18.77801, -28.41709], [-9.65843, 19.70942, -29.77835], [-12.61249, 14.10389, -20.14624], [-11.49738, 14.12781, -32.56146], [-8.39160, 19.41999, -32.04318], [-19.95170, 20.98146, -27.86130], [-12.05275, 23.11865, -32.60369], [-11.89717, 22.28871, -24.49787], [-15.35799, 20.57947, -22.10176], [-9.66095, 11.44848, -21.75046], [-9.77779, 15.45700, -22.35650], [-25.27217, 22.02011, -27.46993], [-17.80583, 17.62857, -25.65264], [-14.25353, 23.68830, -21.82452], [-16.38141, 16.80504, -30.58772], [-17.09538, 19.80733, -31.21039], [-16.19975, 16.07048, -32.21335], [-11.36536, 20.71180, -23.68890], [-21.56378, 22.92350, -28.76703], [-10.89850, 22.03198, -28.71294], [-16.48857, 13.20321, -27.92979], [-15.30778, 13.16412, -33.20214], [-15.51705, 14.83202, -33.90008], [-7.81579, 20.62523, -31.01968], [-17.40861, 11.22646, -29.47194], [-20.50435, 17.33994, -25.09850], [-14.45919, 20.83569, -33.85139]],
  "mulliken_charge": [-0.472, -0.493, -0.519, -0.401, -0.502, 0.197, -0.398, -0.478, -0.280, -0.055, 0.397, 0.733, 0.307, 0.593, 0.339, 0.133, 0.480, 0.858, -0.138, 0.093, -0.801, -1.620, -1.644, -1.510, -1.858, -0.643, 2.054, 2.233, -2.055, -1.714, 1.763, 1.405, -0.661, -0.949, -2.228, -2.594, -0.709, -1.137, -2.016, 1.900, 0.085, 0.773, -1.619, -1.670, -1.329, -1.605, 1.859, -2.523, -1.289, -1.846, 0.971, -1.864, 2.618, -1.551, -1.788, -0.445, -1.724, -1.225, 3.015, -1.034, -2.381, 1.796, 1.812, 1.451, -1.073, 1.633, -0.415, 2.326, 2.388, -0.211, -1.827, -0.927, 0.121, -1.696, -2.000, -1.116, 0.395, 1.786, -1.883, -0.726, -1.534, -0.964, -1.621, -1.768, -1.730, -1.737, -2.064, -1.433, -1.183, 2.386, -1.404, -1.449, 1.324, -1.583, -1.896, 0.077, -1.881, -2.017, -2.321, -1.962, 1.998, -1.213, -0.834, -1.602, -1.851, -2.263, -1.522, -1.951, 2.118, -0.782, -0.151, 0.184, -0.157, 0.200, 0.423, 0.053, 0.120, 0.614, 0.451, 0.129, 0.492, 0.482, -0.688, 0.450, 0.607, 0.395, 0.682, 0.455, 0.571, 0.262, 0.412, 0.531, 0.495, 0.502, 0.534, 0.526, 0.196, 0.175, 0.528, 0.126, 0.084, 0.505, -0.411, 0.312, 0.115, 0.093, 0.371, 0.465, 0.440, 0.295, 0.325, 0.289, -0.053, 0.425, 0.452, 0.405, 0.356, 0.049, 0.369, 0.367, 0.429, -0.282, 0.395, 0.627, 0.491, 0.466, 0.411, 0.339, 0.406, 0.489, 0.515, -0.057, 0.323, 0.381, 0.552, 0.466, 0.216, 0.855, -0.183, -0.509, 0.481, 0.482, 0.483, 0.250, 0.588, 0.472, 0.489, -0.525, 0.457, 0.291, 0.352, 0.551, 0.302, 0.346, 0.338, 0.340, 0.339, 0.201, 0.266, 0.340, -0.295, 0.333, 0.492, 0.509, 0.428, -0.117, 0.466, 0.484, 0.666, 0.543, 0.124, 0.475, 0.085, 0.479, -0.003, 0.321, -0.395, -0.758, 0.533, 0.497, -0.318, 0.538, 0.505, 0.242, 0.387, 0.551, 0.460, 0.607, 0.322, 0.410, 0.480, 0.301, 0.377, 0.393, 0.403, 0.399, 0.184, 0.475, 0.272, 0.294, 0.350, 0.376, 0.465, 0.179, 0.393, 0.423, 0.376, -0.254, 0.384, 0.206, 0.404, 0.262, 0.437, 0.429, 0.394, 0.111, 0.360, 0.411, 0.406, -0.531, 0.485, 0.316, 0.333, 0.254, 0.416, 0.082, 0.496, 0.299, 0.468, 0.622, -0.690, 0.594, 0.446, -0.343, 0.487, 0.306, 0.430, 0.452, 0.035, 0.407, 0.563, 0.280, 0.364, 0.442, 0.482, -0.598, 0.428, 0.107, 0.089, 0.224, 0.256, 0.289, 0.486, 0.407, 0.285, 0.360, 0.477, 0.522, 0.323, 0.351],
  "fmax_ev_per_a": 4.8,
  "total_energy_ha": -4842.430139,
  "e_lumo_ev": 0.35,
  "homo_ev": -7.5,
  "gap_ha": 0.290,
  "total_charge": 0
}